*P*
ORCA calculation (ωB97M-V/def2-TZVPD) on the ion C5H13NP with charge +1.

Calculated values
**E_HOMO (spin up / spin down)**: -12.3 / -12.2 eV
**HOMO-LUMO gap (spin up / spin down)**: 0.307 / 0.311 Eh

ORCA input file:
```
! RIJCOSX wB97M-V def2-TZVPD def2/J DEFGRID3
* xyz 1 1
P 1.688 0.772 1.320
N -0.560 -0.366 -0.074
C -1.288 -0.637 1.259
C 0.088 2.031 -0.788
C 0.334 0.823 0.124
C -0.077 -1.648 -0.626
C 1.141 1.521 -1.841
H -1.404 0.355 1.675
H 0.892 0.955 -2.648
H 0.695 0.850 2.347
H -0.915 -2.262 -0.890
H -0.903 2.183 -1.253
H 2.168 1.652 -1.632
H -0.616 -1.267 1.908
H -2.249 -1.142 1.113
H 0.744 -2.114 0.023
H 0.447 -1.362 -1.556
H 1.679 2.190 1.371
H -1.205 0.108 -0.811
H 0.424 2.918 -0.441
*
```

---

*Q*
ORCA calculation (ωB97M-V/def2-TZVPD) on the ion C5H13NP with charge +1.

Calculated values
**E_HOMO**: -12.2 eV
**Structure (SMILES)**: [NH3+]C=[PH2]CC1CC1
**HOMO-LUMO gap**: 0.322 Eh

ORCA input file:
```
! RIJCOSX wB97M-V def2-TZVPD def2/J DEFGRID3
* xyz 1 1
P -0.717 0.775 -0.397
N -1.450 2.147 2.211
C 1.350 -0.949 -0.804
C 0.490 0.170 -1.494
C 1.235 -2.336 -1.346
C -0.463 1.149 1.597
C 0.427 -1.885 -0.073
H 1.276 0.855 -1.621
H -1.382 3.126 1.720
H 2.209 -0.575 -0.287
H -1.570 -0.387 -0.570
H 2.216 -2.896 -1.038
H -1.583 1.748 -0.861
H -1.029 2.413 3.124
H -0.002 -0.101 -2.392
H 0.547 -2.230 0.923
H -0.643 -1.820 -0.242
H 0.981 -2.687 -2.279
H -2.442 1.799 2.326
H 0.551 1.684 1.503
*
```

---

Verdict on stability: *P* comes out on top.

---

*P*
ORCA calculation (ωB97M-V/def2-TZVPD) on a cluster of 2 separate species, C6H12O2 in total.

Calculated values
**E_HOMO**: -8.2 eV
**Structure (SMILES)**: C=C(O)/C=C/CC.O
**HOMO-LUMO gap**: 0.329 Eh

ORCA input file:
```
! RIJCOSX wB97M-V def2-TZVPD def2/J DEFGRID3
* xyz 0 1
O -1.179 -2.749 1.673
O 4.133 4.530 0.307
C 0.623 -1.850 2.755
C -0.172 -0.754 0.673
C -1.957 0.225 -2.600
C -0.819 0.319 -1.533
C -0.218 -1.790 1.700
C -0.726 -0.823 -0.524
H -2.516 1.157 -2.810
H -2.753 -0.457 -2.217
H 3.770 4.113 1.096
H 0.446 -2.347 3.686
H -0.897 1.137 -0.822
H -1.261 -1.697 -0.947
H -1.891 -2.661 1.006
H 5.009 4.814 0.587
H 0.334 0.118 1.057
H 1.683 -1.583 2.632
H -1.659 -0.208 -3.530
H 0.050 0.505 -2.190
*
```

---

*Q*
ORCA calculation (ωB97M-V/def2-TZVPD) on a cluster of 2 separate species, C6H12O2 in total.

Calculated values
**E_HOMO**: -9.6 eV
**Structure (SMILES)**: CC(C)=O.CC(C)=O
**HOMO-LUMO gap**: 0.377 Eh

ORCA input file:
```
! RIJCOSX wB97M-V def2-TZVPD def2/J DEFGRID3
* xyz 0 1
O -1.442 -4.042 0.607
O -0.946 2.830 -1.770
C 0.744 3.516 -3.308
C -1.824 -2.193 1.951
C 1.316 2.784 -0.826
C 0.254 3.068 -1.926
C -1.073 -3.435 1.557
C 0.120 -3.850 2.405
H 0.957 2.527 0.171
H -0.090 -4.315 3.368
H -2.230 -1.606 1.127
H 0.001 3.465 -4.105
H 1.249 4.476 -3.205
H 1.898 1.958 -1.233
H 1.482 2.924 -3.849
H 1.865 3.718 -0.706
H -2.610 -2.647 2.554
H 0.741 -4.542 1.836
H -1.160 -1.595 2.575
H 0.748 -3.040 2.778
*
```

---

Verdict on stability: *Q* comes out on top.

---

*P*
ORCA calculation (ωB97M-V/def2-TZVPD) on the molecule C17H23N3O3.

Calculated values
**E_HOMO**: -8.1 eV
**Structure (SMILES)**: CC[C@H](C)[C@H](NC(=O)[C@@H](N)Cc1c[nH]c2ccccc12)C(=O)O
**HOMO-LUMO gap**: 0.317 Eh

ORCA input file:
```
! RIJCOSX wB97M-V def2-TZVPD def2/J DEFGRID3
* xyz 0 1
O -0.657 -0.727 3.318
O -1.003 1.403 3.019
O -0.550 -2.881 1.513
N -1.658 -2.621 -1.767
N 3.328 -1.659 0.921
N -1.732 -1.142 0.704
C 2.208 -2.244 0.324
C -1.943 1.289 0.460
C 3.521 -0.391 0.394
C -2.740 0.900 -0.809
C -0.531 -2.620 -0.850
C 4.270 1.849 0.098
C -0.954 0.304 2.533
C 0.444 -1.530 -1.338
C 4.441 0.611 0.709
C 3.224 2.112 -0.766
C 1.686 -1.380 -0.595
C -1.109 0.158 1.014
C -0.983 -2.250 0.548
C -3.729 1.875 -1.320
C -1.096 2.548 0.275
C 2.317 1.086 -1.104
C 2.486 -0.176 -0.547
H 4.031 -2.152 1.499
H -0.627 2.872 1.194
H -4.327 1.535 -2.142
H 3.137 3.089 -1.236
H -0.066 -0.576 -1.451
H -0.304 2.264 -0.415
H -0.108 0.224 0.525
H -2.196 -3.442 -1.626
H -1.939 0.709 -1.572
H -2.242 -1.816 -1.448
H -2.746 1.546 1.198
H 0.028 -3.574 -0.828
H 5.249 0.544 1.419
H 1.451 1.208 -1.768
H -2.488 -1.301 1.365
H 0.669 -1.804 -2.358
H 4.950 2.654 0.280
H -1.692 3.360 -0.115
H -3.221 2.791 -1.675
H 1.833 -3.228 0.614
H -4.420 2.230 -0.502
H -0.924 -1.616 2.925
H -3.289 -0.029 -0.616
*
```

---

*Q*
ORCA calculation (ωB97M-V/def2-TZVPD) on the molecule C17H23N3O3.

Calculated values
**E_HOMO**: -8.1 eV
**Structure (SMILES)**: CC(C)C[C@H](N)C(=O)N[C@@H](Cc1c[nH]c2ccccc12)C(=O)O
**HOMO-LUMO gap**: 0.320 Eh

ORCA input file:
```
! RIJCOSX wB97M-V def2-TZVPD def2/J DEFGRID3
* xyz 0 1
O -3.634 -2.772 -0.227
O -2.856 0.354 2.487
O -1.996 -3.493 -1.489
N -3.397 1.950 0.315
N 2.925 -1.732 -1.431
N -1.845 -1.273 1.377
C 1.793 -2.448 -1.184
C -2.375 0.905 0.201
C 4.166 0.033 -0.074
C 2.141 -0.523 1.877
C 4.165 0.690 1.171
C -2.430 -0.032 1.435
C 0.866 2.531 -1.210
C -0.973 1.460 0.136
C 2.154 -1.282 0.651
C 3.209 -0.979 -0.274
C 1.242 -2.185 0.039
C -1.304 -1.929 0.197
C -0.543 1.996 -1.221
C -1.525 2.968 -1.849
C -0.048 -2.785 0.534
C -2.339 -2.804 -0.562
C 3.100 0.470 2.056
H 0.975 3.358 -0.387
H 3.636 -1.823 -2.168
H -0.253 0.679 0.498
H -1.210 3.145 -2.869
H 1.389 -0.679 2.612
H 1.118 2.915 -2.221
H -4.337 1.564 0.210
H -2.537 2.620 -1.915
H -0.823 2.286 0.864
H -0.594 1.109 -1.922
H 1.550 1.698 -0.934
H -3.455 2.169 1.309
H -2.549 0.283 -0.707
H -3.655 -2.383 0.689
H -0.223 -3.786 0.106
H 5.043 0.260 -0.727
H -0.989 -1.117 -0.465
H 1.412 -3.169 -1.933
H 3.094 1.136 2.963
H 0.076 -2.991 1.613
H 4.971 1.394 1.440
H -1.523 3.899 -1.332
H -1.612 -1.685 2.319
*
```

---

*R*
ORCA calculation (ωB97M-V/def2-TZVPD) on the molecule C17H23N3O3.

Calculated values
**E_HOMO**: -9.4 eV
**Structure (SMILES)**: CCCCNC(=O)CN1C(=O)N[C@H](CCc2ccccc2)C1=O
**HOMO-LUMO gap**: 0.363 Eh

ORCA input file:
```
! RIJCOSX wB97M-V def2-TZVPD def2/J DEFGRID3
* xyz 0 1
O 0.938 0.031 -2.441
O 3.880 -0.574 0.461
O -0.199 0.968 1.871
N -0.839 1.915 -0.121
N 0.625 0.268 -0.178
N 2.597 0.440 2.024
C -6.132 -0.099 -2.853
C 3.684 0.960 2.820
C -1.848 1.313 -2.315
C -6.038 -0.791 -4.048
C 1.487 -0.801 0.277
C 2.794 -0.298 0.923
C 5.165 -1.660 3.538
C -4.802 -1.224 -4.497
C -0.595 1.709 -1.524
C -0.161 1.055 0.665
C -3.749 -0.272 -2.552
C -4.992 0.160 -2.111
C 0.428 0.575 -1.500
C -3.665 -0.965 -3.753
C 3.867 -1.193 4.187
C 3.720 0.329 4.213
C -2.504 0.039 -1.769
H 5.166 -1.442 2.473
H -5.071 0.698 -1.176
H -2.752 0.175 -0.714
H -1.553 1.153 -3.352
H -2.701 -1.306 -4.103
H 2.797 0.587 4.740
H 3.021 -1.629 3.652
H -6.927 -0.994 -4.627
H -7.094 0.239 -2.497
H 1.748 -1.399 -0.599
H 6.020 -1.170 3.998
H 3.827 -1.557 5.217
H -1.798 -0.789 -1.855
H 0.941 -1.410 1.004
H 3.569 2.046 2.916
H 5.278 -2.734 3.660
H -1.512 2.567 0.243
H -2.566 2.136 -2.286
H -4.724 -1.766 -5.427
H 1.652 0.594 2.359
H -0.144 2.600 -1.981
H 4.555 0.766 4.764
H 4.606 0.750 2.277
*
```

---

Verdict on stability: *R* comes out on top.